Record 1
This record from the OMol25 dataset describes a structure of composition C5H9IOS2. The level of theory is ωB97M-V with the def2-TZVPD basis set.

Its frontier orbital gap (spin up / spin down) is 0.2092 / 0.1619 Ha. The HOMO energy (spin up / spin down) is -6.618 / -5.988 eV. The value obtained for the max |F| is 5.85 eV/Å. The value obtained for the electronic energy is -37143.9883 eV. The spin multiplicity is 1.

```
18
C5H9IOS2 ωB97M-V with the def2-TZVPD basis set
C 0.869 0.064 -1.033
C 1.007 -2.028 0.359
C 2.023 0.074 1.183
C 0.896 -0.470 0.318
C -2.061 0.957 -0.942
O 1.116 0.813 -1.922
S -2.486 0.777 0.809
S -3.291 1.983 -2.069
I -2.032 -1.051 -1.933
H 0.609 -2.365 1.297
H 2.135 -2.036 0.405
H 0.452 -2.489 -0.492
H 1.809 1.101 1.459
H 2.258 -0.612 2.003
H 2.864 0.117 0.442
H -0.105 0.027 0.526
H -2.738 2.087 0.875
H -3.324 3.051 -1.285
```


Record 2
This record from the OMol25 dataset describes a structure of composition C22H17N4O8Ru. The level of theory is ωB97M-V with the def2-TZVPD basis set.

Its frontier orbital gap (spin up / spin down) is 0.1555 / 0.1292 Ha. The HOMO energy (spin up / spin down) is -4.852 / -7.205 eV. The value obtained for the max |F| is 4.28 eV/Å. The value obtained for the electronic energy is -48005.5467 eV. The expectation value of S² is 8.82. The spin multiplicity is 6.

```
52
C22H17N4O8Ru ωB97M-V with the def2-TZVPD basis set
Ru 0.390 -1.379 0.206
O -3.334 -2.340 2.126
C -2.071 -1.992 1.702
O -1.614 -2.238 0.550
C -1.216 -1.273 2.671
C -1.536 -1.013 4.018
C -0.530 -0.387 4.710
C 0.667 0.015 4.156
C 0.838 -0.089 2.745
N -0.060 -0.896 2.094
C 2.009 0.289 1.901
O 3.003 0.907 2.317
O 1.876 -0.183 0.662
H -3.784 -2.815 1.457
H -2.525 -1.280 4.408
H -0.681 -0.254 5.771
H 1.440 0.445 4.769
O 1.810 2.208 -3.377
C 1.175 3.121 -2.651
C 1.394 4.459 -3.002
C 0.685 5.552 -2.412
C -0.115 5.214 -1.348
C -0.400 3.897 -0.910
C 0.262 2.845 -1.587
C 0.118 1.442 -1.340
O -0.526 0.986 -0.247
N 0.762 0.546 -2.071
N 0.794 -0.776 -1.640
C 1.407 -1.620 -2.479
C 1.594 -2.908 -2.023
C 2.164 -4.066 -2.707
C 2.217 -5.286 -2.083
C 1.473 -5.438 -0.914
C 0.808 -4.378 -0.315
N 0.933 -3.118 -0.783
H 1.492 1.292 -2.872
H 2.181 4.660 -3.705
H 0.769 6.589 -2.715
H -0.355 6.091 -0.764
H -1.121 3.811 -0.064
H 1.921 -1.239 -3.416
H 2.786 -3.881 -3.589
H 2.871 -5.988 -2.504
H 1.563 -6.302 -0.283
H 0.302 -4.512 0.629
C -3.552 1.711 1.306
O -2.262 1.102 1.077
C -1.905 1.243 -0.254
O -2.563 1.717 -1.141
H -4.277 1.052 0.707
H -3.448 2.712 0.872
H -3.831 1.742 2.345
```


Record 3
This record from the OMol25 dataset describes a cluster of 2 separate species, C4H12 in total. The level of theory is ωB97M-V with the def2-TZVPD basis set.

Its SMILES is CC.CC. Its frontier orbital gap is 0.4622 Ha. The HOMO energy is -11.396 eV. The value obtained for the max |F| is 2.21 eV/Å. The value obtained for the electronic energy is -4342.0759 eV. The spin multiplicity is 1.

```
16
C4H12 ωB97M-V with the def2-TZVPD basis set
C 1.734 -1.030 0.156
C 1.075 -2.118 -0.678
H 1.020 -0.468 0.757
H 2.466 -1.361 0.887
H 2.107 -0.272 -0.512
H 1.160 -1.981 -1.750
H 0.016 -2.209 -0.486
H 1.484 -3.108 -0.501
C -1.123 1.086 -0.272
C -1.590 2.025 0.828
H -0.057 1.077 -0.432
H -1.664 0.143 -0.184
H -1.506 1.367 -1.266
H -1.632 3.089 0.580
H -2.591 1.806 1.200
H -0.900 1.953 1.672
```


Record 4
This record from the OMol25 dataset describes an isolated molecule of C5H5NO. The level of theory is ωB97M-V with the def2-TZVPD basis set.

Its SMILES is N#C/C=C\CC=O. Its frontier orbital gap is 0.3600 Ha. The HOMO energy is -9.790 eV. The value obtained for the max |F| is 1.11 eV/Å. The value obtained for the electronic energy is -8801.4106 eV. The spin multiplicity is 1.

```
12
C5H5NO ωB97M-V with the def2-TZVPD basis set
N 2.597 1.314 0.608
C 1.916 0.436 0.277
C 1.174 -0.635 -0.328
O -0.333 -0.585 1.612
C -1.194 -0.074 0.943
C -0.898 0.610 -0.420
C 0.022 -0.423 -0.981
H 1.607 -1.623 -0.227
H -2.237 -0.161 1.268
H -1.819 0.799 -0.980
H -0.411 1.576 -0.222
H -0.424 -1.235 -1.550
```


Record 5
This record from the OMol25 dataset describes a structure of composition C25H21N4O4SbV. The level of theory is ωB97M-V with the def2-TZVPD basis set.

Its frontier orbital gap (spin up / spin down) is 0.2414 / 0.3322 Ha. The HOMO energy (spin up / spin down) is -6.516 / -9.002 eV. The value obtained for the max |F| is 0.66 eV/Å. The value obtained for the electronic energy is -72644.3288 eV. The expectation value of S² is 3.76. The spin multiplicity is 4.

```
56
C25H21N4O4SbV ωB97M-V with the def2-TZVPD basis set
V -0.406 -0.136 0.021
C 2.411 0.172 1.881
C 1.319 0.971 2.523
C 1.490 1.421 3.831
C 0.519 2.200 4.419
C -0.587 2.558 3.662
C -0.699 2.076 2.368
N 0.218 1.263 1.819
Sb -2.329 2.840 1.209
C -3.367 0.994 0.891
C -4.730 0.991 1.136
C -5.441 -0.186 0.947
C -4.760 -1.306 0.526
C -3.386 -1.240 0.296
C -2.630 -2.446 -0.161
N -2.705 -0.098 0.477
C -1.252 2.918 -0.640
C -1.495 4.029 -1.431
C -0.740 4.216 -2.581
C 0.258 3.311 -2.858
C 0.454 2.213 -2.022
C 1.585 1.278 -2.319
N -0.321 2.000 -0.949
H 2.550 -0.774 2.405
H 2.187 -0.035 0.835
H 3.350 0.726 1.930
H 2.388 1.147 4.368
H 0.630 2.546 5.438
H -1.350 3.210 4.068
H -5.225 1.894 1.468
H -6.507 -0.225 1.129
H -5.275 -2.244 0.369
H -3.291 -3.308 -0.250
H -1.838 -2.675 0.552
H -2.169 -2.247 -1.128
H -2.257 4.743 -1.145
H -0.914 5.066 -3.227
H 0.899 3.435 -3.721
H 1.383 0.715 -3.231
H 2.503 1.848 -2.470
H 1.746 0.575 -1.502
O -0.190 -1.261 -3.970
C -0.189 -1.196 -2.750
O -0.886 -0.414 -2.001
C 0.688 -2.132 -1.936
C 1.328 -3.263 -2.410
C 1.915 -4.120 -1.485
C 1.782 -3.865 -0.125
C 1.123 -2.711 0.261
N 0.670 -1.841 -0.638
C 0.683 -2.362 1.672
O 1.112 -2.993 2.625
O -0.164 -1.391 1.686
H 1.327 -3.461 -3.472
H 2.424 -5.014 -1.822
H 2.142 -4.543 0.636
```


Record 6
This record from the OMol25 dataset describes a structure of composition C15H22CdI2N8O2S. The level of theory is ωB97M-V with the def2-TZVPD basis set.

Its frontier orbital gap (spin up / spin down) is 0.1394 / 0.1251 Ha. The HOMO energy (spin up / spin down) is -13.061 / -13.084 eV. The value obtained for the max |F| is 7.02 eV/Å. The value obtained for the electronic energy is -63505.7697 eV. Its total charge is +2. The spin multiplicity is 1.

```
51
C15H22CdI2N8O2S ωB97M-V with the def2-TZVPD basis set
Cd 1.496 -0.283 0.793
C 0.647 2.437 2.065
C 1.821 1.987 2.990
N 2.288 0.597 2.778
C 2.131 -0.322 3.905
C 1.357 -1.573 3.575
N 0.425 -1.567 2.409
C -0.947 -0.956 2.516
C -0.968 0.553 2.632
N -0.201 1.307 1.602
H 0.055 3.202 2.624
H 1.096 2.910 1.177
H 2.682 2.629 2.793
H 1.492 2.102 4.038
H 3.282 0.614 2.527
H 3.107 -0.723 4.245
H 1.637 0.178 4.763
H 2.118 -2.347 3.424
H 0.865 -1.901 4.481
H 0.310 -2.532 2.093
H -1.434 -1.147 1.542
H -1.521 -1.389 3.345
H -2.033 0.706 2.505
H -0.681 0.841 3.646
H -0.799 1.599 0.817
I 2.831 -2.985 -0.076
C 4.885 -2.081 -0.370
I 5.355 0.021 -0.061
H 5.146 -2.304 -1.396
H 5.448 -2.659 0.387
O 1.920 1.043 -0.863
N 0.895 0.802 -1.626
C 0.989 1.435 -2.826
C 2.104 2.338 -3.004
N 3.015 3.106 -2.918
C -0.056 1.406 -3.743
N -0.965 1.626 -4.464
O -0.656 -2.144 -2.230
N -0.068 -1.164 -2.400
S -2.930 1.505 -1.630
C -3.537 0.511 -2.817
N -3.384 0.552 -4.193
C -3.896 -0.372 -5.056
C -4.672 -1.426 -4.568
C -4.868 -1.532 -3.188
C -4.334 -0.576 -2.352
H -2.620 1.190 -4.506
H -3.661 -0.232 -6.099
H -5.075 -2.165 -5.257
H -5.472 -2.312 -2.740
H -4.620 -0.504 -1.288
```


Record 7
This record from the OMol25 dataset describes a cluster of 2 separate species, C5H14O in total. The level of theory is ωB97M-V with the def2-TZVPD basis set.

Its SMILES is CCC.CCO. Its frontier orbital gap is 0.4032 Ha. The HOMO energy is -10.254 eV. The value obtained for the max |F| is 5.29 eV/Å. The value obtained for the electronic energy is -7457.3682 eV. The spin multiplicity is 1.

```
20
C5H14O ωB97M-V with the def2-TZVPD basis set
C 3.103 0.402 1.321
C 3.572 -1.018 1.756
C 2.733 -2.056 1.172
H 2.720 0.274 0.315
H 2.217 0.738 1.798
H 3.867 1.234 1.310
H 4.689 -1.022 1.429
H 3.561 -1.004 2.925
H 3.215 -2.948 0.784
H 2.376 -1.725 0.156
H 1.883 -2.323 1.788
C -3.212 1.031 -1.805
O -2.655 2.207 -1.232
C -4.710 0.821 -1.940
H -2.961 0.238 -0.961
H -2.770 0.847 -2.740
H -2.412 2.045 -0.341
H -4.963 1.232 -2.993
H -5.176 1.333 -0.973
H -5.080 -0.305 -1.770
```


Energy above the lowest of the compared OMol25 structures with the same formula, charge and spin: 385.9; 273.6; 43.6; 193.8; 5.2; 49.8; 233.2 (kJ/mol)